Record 1
Molecular formula: C10H16O
Method: DFT, wB97M-V/def2-TZVPD

Geometry (Å):
C: 0.667719 -1.562652 -1.497759
C: 1.268654 -2.876868 -1.985845
C: 0.456982 -1.404396 -0.043595
C: 1.215379 -2.126626 0.904169
C: -0.463426 -0.391773 0.360043
C: 1.071046 -1.835926 2.219679
C: -0.588475 -0.056637 1.668592
C: 0.126971 -0.827816 2.607558
O: -0.063922 -0.742343 3.896240
H: 1.296593 -0.740662 -1.866119
H: -0.287684 -1.416233 -2.007133
H: 1.751311 -2.766169 -2.960888
H: 1.863219 -2.927486 0.602201
H: -1.136369 -0.001579 -0.382292
H: 1.697680 -2.244433 2.978122
H: -1.227402 0.732444 2.064818
H: -0.738826 -0.067741 4.126026
H: 0.550989 -3.697716 -2.078958
H: 2.093820 -3.261974 -1.396945
C: -1.368277 2.828662 -0.650234
C: -1.020698 4.242755 -1.142629
H: -1.502121 2.853773 0.435934
H: -2.331980 2.489694 -1.028093
H: -0.577587 2.121801 -0.888423
H: -1.912128 4.858033 -1.226634
H: -0.630293 4.168981 -2.156058
H: -0.211174 4.652891 -0.551788

Atomic forces in eV per Å
-0.04 -0.73 -0.72
0.52 -0.56 -0.46
0.19 0.14 -0.44
-0.40 0.06 0.26
-0.25 -0.42 0.43
-0.20 0.76 -0.35
-0.19 0.17 0.29
0.52 -0.56 0.20
-0.42 0.69 0.30
-0.01 0.14 0.28
-0.06 0.17 0.02
-0.42 0.22 -0.05
0.28 0.03 -0.16
0.13 0.46 -0.18
0.11 -0.52 0.48
-0.11 -0.19 -0.42
0.37 -0.34 -0.02
-0.09 0.30 0.12
0.06 0.12 0.43
-0.30 0.63 0.54
0.06 -1.00 -0.73
0.15 -0.10 0.05
0.12 -0.15 -0.35
0.01 -0.07 -0.08
0.16 0.30 0.46
0.02 0.04 -0.16
-0.20 0.44 0.24

Output
Kohn-Sham gap (alpha / beta) in eV: 10.08 / 7.18
LUMO (alpha / beta) in Eh: -0.13612 / -0.26757
2S+1: 2
Net charge: +1



Record 2
Molecular formula: C50H61N4O3P2RuS
Method: DFT, wB97M-V/def2-TZVPD

Geometry (Å):
Ru: -0.511254 -0.016184 0.630182
C: 1.356164 -2.985110 1.035876
C: 2.282971 -2.656949 2.198117
C: 1.541036 -2.337439 3.495613
C: 3.306522 -1.597337 1.833002
C: 4.622246 -2.008937 1.757348
C: 5.656275 -1.104517 1.559243
C: 5.370825 0.240401 1.452343
C: 4.074042 0.739270 1.534174
C: 4.010603 2.262686 1.306583
C: 4.554769 3.027338 2.522021
C: 2.721901 2.914472 0.806212
C: 3.024344 -0.203837 1.716189
N: 1.692661 0.246412 1.858142
C: 1.500372 1.203625 2.725281
C: 0.242597 1.804248 2.853887
C: -0.136037 2.861389 3.737236
C: -1.421524 3.163560 3.437210
C: -1.838798 2.305035 2.340268
N: -0.841873 1.461498 2.042558
C: -3.179854 2.447378 1.678927
C: -3.265115 3.867475 1.069114
C: -4.252812 2.319302 2.779475
C: -3.460175 1.435022 0.573939
H: 0.596195 -3.717108 1.316987
H: 1.920464 -3.388620 0.194874
H: 0.842208 -2.099995 0.661671
H: 2.856390 -3.563137 2.397553
H: 0.753933 -1.606368 3.333415
H: 2.223585 -1.937002 4.248794
H: 1.093190 -3.247419 3.902853
H: 4.850931 -3.058574 1.892507
H: 6.679723 -1.451233 1.498995
H: 6.181044 0.940170 1.283754
H: 4.733712 2.410926 0.501930
H: 3.891111 2.933672 3.386029
H: 4.640727 4.089188 2.288029
H: 5.538878 2.669891 2.821650
H: 2.037396 3.182308 1.613862
H: 2.202571 2.271939 0.096077
H: 2.986268 3.846750 0.304226
H: 2.305012 1.542039 3.372296
H: 0.502449 3.314992 4.480913
H: -2.037492 3.923885 3.891221
H: -2.829357 4.634549 1.711419
H: -4.315849 4.120557 0.923873
H: -2.787201 3.904998 0.089472
H: -4.248349 3.171110 3.459339
H: -4.125380 1.405603 3.365072
H: -5.235182 2.280567 2.307495
H: -2.612035 1.333092 -0.117612
H: -4.295279 1.786552 -0.034275
H: -3.715573 0.449087 0.954053
O: 0.956705 0.504436 -0.768679
P: 0.831096 0.666380 -2.305739
C: -0.913977 0.592133 -2.782411
P: -1.614159 -0.979385 -2.244262
O: -0.914955 -1.334010 -0.898430
C: -3.372340 -0.763821 -2.107449
C: -4.041426 0.287430 -2.734298
C: -5.427567 0.349247 -2.688199
C: -6.140835 -0.632019 -2.013958
C: -5.476637 -1.685195 -1.391698
C: -4.095829 -1.759758 -1.442605
C: -1.289669 -2.263532 -3.415453
C: -1.764943 -2.124956 -4.722270
C: -1.573845 -3.153590 -5.626935
C: -0.925592 -4.318830 -5.226245
C: -0.464392 -4.458728 -3.926251
C: -0.642820 -3.429268 -3.012129
C: 1.720238 -0.641234 -3.108817
C: 2.420068 -1.563361 -2.337864
C: 3.150905 -2.565053 -2.962409
C: 3.173122 -2.643939 -4.346479
C: 2.477535 -1.717625 -5.119124
C: 1.760183 -0.706974 -4.504564
C: 1.489532 2.195348 -2.921334
C: 0.699507 3.195153 -3.490843
C: 1.296207 4.333906 -4.011959
C: 2.675802 4.479639 -3.956900
C: 3.467635 3.490791 -3.382554
C: 2.880859 2.346180 -2.873326
H: -1.022209 0.752234 -3.856954
H: -1.421820 1.396659 -2.239896
H: -3.495867 1.053671 -3.272658
H: -5.950259 1.156692 -3.183207
H: -7.221567 -0.585225 -1.983997
H: -6.042245 -2.457837 -0.888098
H: -3.580661 -2.595557 -0.981598
H: -2.295646 -1.231432 -5.035259
H: -1.938843 -3.056873 -6.640449
H: -0.784760 -5.123870 -5.935402
H: 0.034427 -5.369538 -3.623095
H: -0.274408 -3.524686 -1.997944
H: 2.403006 -1.480500 -1.261602
H: 3.708074 -3.279837 -2.370683
H: 3.747923 -3.421852 -4.832140
H: 2.509053 -1.779249 -6.198577
H: 1.242417 0.028899 -5.111930
H: -0.378414 3.101055 -3.525061
H: 0.687189 5.104857 -4.464517
H: 3.139118 5.364474 -4.373058
H: 4.542629 3.607704 -3.350108
H: 3.503255 1.561463 -2.456161
O: -0.476390 2.915775 -0.486623
H: 0.461199 3.127763 -0.582284
H: -0.901464 3.749921 -0.255084
C: -2.159274 -4.093884 3.531521
N: -1.946491 -2.748854 4.054134
C: -1.884697 -2.509922 5.510591
C: -1.654673 -0.990904 5.611584
N: -1.644737 -0.592903 4.194257
C: -1.803215 -1.628683 3.381598
S: -1.902949 -1.578837 1.637296
H: -3.165483 -4.430993 3.776487
H: -1.436046 -4.768891 3.986778
H: -2.025886 -4.098402 2.453856
H: -1.063223 -3.087520 5.932204
H: -2.812240 -2.833993 5.979351
H: -0.706362 -0.746015 6.084812
H: -2.456677 -0.483406 6.142413
H: -1.556163 0.347851 3.863331

Atomic forces in eV per Å
0.08 -0.84 -0.68
0.01 -0.08 -0.10
-0.03 0.04 -0.05
0.01 -0.06 0.09
-0.07 0.20 0.01
0.05 0.01 -0.01
0.01 0.03 0.00
0.11 -0.07 -0.05
-0.13 0.02 -0.13
-0.04 -0.11 0.12
-0.01 -0.02 0.00
0.04 0.04 -0.09
0.07 0.04 0.03
-0.12 -0.01 0.45
0.11 -0.44 -0.15
-0.35 0.12 0.11
0.09 -0.12 0.00
-0.12 0.11 -0.06
0.02 0.05 0.01
0.33 0.28 0.09
0.05 0.00 -0.06
-0.01 0.05 0.10
-0.04 -0.03 0.03
0.10 -0.10 -0.06
0.00 0.03 0.02
0.03 -0.05 -0.01
-0.03 0.05 0.00
0.08 0.02 -0.01
-0.09 0.12 0.00
-0.01 -0.06 -0.01
-0.03 0.03 -0.03
0.00 0.00 -0.02
-0.02 0.01 0.00
-0.01 -0.02 0.00
0.03 0.03 -0.01
0.02 0.01 0.00
0.00 -0.01 -0.01
-0.02 -0.01 0.01
0.06 0.06 -0.09
-0.03 -0.03 0.02
0.01 0.01 0.00
0.00 0.03 -0.02
-0.02 -0.02 -0.02
0.01 -0.02 -0.01
-0.04 -0.03 -0.03
0.01 -0.01 -0.03
-0.03 0.01 0.03
0.03 -0.01 0.00
-0.01 -0.01 -0.04
0.01 0.01 0.01
0.02 0.10 0.02
-0.02 -0.03 0.04
-0.02 -0.03 0.05
-0.21 0.51 -0.19
0.18 -0.16 0.34
0.01 0.11 0.04
0.25 -0.14 0.24
-0.63 0.18 -0.23
-0.10 -0.01 0.11
0.00 0.00 -0.01
0.04 -0.01 0.03
0.02 -0.02 0.01
-0.03 0.02 -0.01
0.02 0.03 -0.02
0.05 -0.13 0.00
-0.01 -0.03 0.01
0.02 -0.03 0.00
-0.02 0.04 -0.05
0.02 0.05 0.05
0.11 0.01 -0.04
0.08 -0.09 -0.03
0.04 -0.06 -0.06
-0.03 0.02 0.04
-0.01 0.01 -0.03
-0.01 -0.01 0.02
-0.05 -0.03 0.02
0.10 0.18 0.00
0.00 0.03 0.04
0.01 -0.02 0.03
0.01 -0.01 0.00
-0.01 0.02 0.01
-0.02 -0.01 -0.01
-0.03 -0.06 -0.01
0.04 0.06 -0.09
-0.02 0.00 0.01
0.01 0.00 0.00
0.01 -0.01 0.00
0.01 0.01 0.01
0.00 0.01 -0.01
-0.01 -0.01 0.02
0.00 0.00 0.01
-0.01 0.01 0.00
-0.01 0.01 0.00
-0.02 0.01 -0.01
0.00 -0.03 0.12
0.00 0.02 0.00
-0.02 0.00 0.00
0.00 0.01 0.01
0.02 -0.01 0.01
0.01 -0.01 -0.02
0.00 -0.01 0.00
0.00 0.00 0.01
-0.01 -0.01 -0.01
-0.01 -0.01 -0.01
-0.12 0.06 0.06
0.02 0.01 -0.02
0.07 0.05 -0.07
0.05 0.13 0.06
-0.05 -0.17 0.08
0.02 -0.03 -0.12
-0.02 0.00 -0.10
0.09 -0.04 0.16
-0.07 -0.05 -0.13
0.18 0.24 0.28
-0.01 -0.01 0.00
0.01 -0.01 0.01
0.00 0.01 0.00
0.01 -0.01 0.01
-0.03 0.01 -0.01
0.02 0.00 0.00
-0.01 0.01 0.01
-0.01 0.09 -0.01

Output
Kohn-Sham gap (alpha / beta) in eV: 7.17 / 5.43
LUMO (alpha / beta) in Eh: -0.30530 / -0.37447
2S+1: 5
Net charge: +3